(1)
Formula: C28H42NO24
Source: OMol25
Level of theory: ωB97M-V/def2-TZVPD

Results
**Energy above the lowest of the compared OMol25 structures with the same formula, charge and spin**: 427.3 kJ/mol
**E_HOMO**: -7.6 eV
**Kohn-Sham gap**: 9.1787 eV
**Total charge**: -1
**Multiplicity**: 1

Last column: Löwdin charge in e.
Positions of all 95 atoms, in Å:
H  35.53100  40.28800  45.51500  0.198
C  43.00600  38.34800  42.61900  -0.532
H  40.85200  41.34900  42.23400  0.106
O  36.09700  46.25700  40.68900  0.097
C  42.22900  38.97700  38.37300  -0.380
C  38.64000  35.93800  40.00600  -0.578
C  33.96400  42.10800  43.67100  -0.699
H  33.94200  41.23900  39.60200  0.116
H  36.35200  41.55800  42.50800  0.161
C  35.42700  40.46900  44.29400  -0.195
H  36.99800  42.18400  44.28400  0.139
H  32.96200  42.18900  40.76100  0.053
O  42.10100  38.77600  43.44000  0.129
C  33.20500  41.24000  40.49500  -0.022
C  39.82200  38.42300  42.84500  -0.007
C  32.19600  40.17000  40.19000  -0.306
C  43.07700  40.11400  39.12800  0.009
H  43.70400  39.60000  39.66600  0.070
O  37.56500  36.40500  40.72600  0.026
H  32.65100  39.28700  39.82500  0.141
H  41.15800  39.31300  38.70200  0.163
H  36.78100  38.98000  43.52500  0.060
O  30.08000  40.67700  40.66500  0.112
H  40.91900  37.56600  44.45700  0.134
H  41.52700  42.12600  43.19800  -0.012
H  37.14200  36.65900  36.58500  0.140
O  36.84100  40.89300  40.37200  -0.036
N  37.98100  41.28800  40.25200  -0.556
C  42.23500  37.56500  38.87800  -0.048
O  43.94300  40.54800  38.05700  0.078
H  41.08000  36.27200  41.98100  0.076
C  36.85400  44.80600  42.34200  -0.007
H  43.34500  36.99100  38.99600  0.160
C  36.55200  44.99600  40.92800  -0.426
C  36.62000  36.84500  37.64900  -0.048
H  35.69200  37.43800  37.52100  0.099
H  34.14900  40.79200  40.99300  0.097
H  39.67300  44.60000  41.31000  0.150
O  33.96200  47.17200  40.79400  0.019
C  36.97600  37.53000  40.08800  -0.074
O  38.95200  40.48100  39.96000  -0.082
H  37.53500  38.41500  40.43000  0.089
O  42.53500  44.18300  41.65700  0.092
C  37.57600  37.32400  38.62700  -0.310
C  34.71700  46.09400  40.70500  -0.472
C  42.20500  45.18900  42.43100  -0.586
O  42.79900  46.22000  42.72700  0.117
O  38.26700  42.52000  40.40300  -0.042
O  35.10500  42.69700  43.65200  0.055
O  31.46700  40.69000  39.15600  0.100
O  34.39100  44.87700  40.53300  0.117
H  42.52600  40.86900  39.43300  0.079
H  36.04700  44.87500  42.81500  0.007
C  41.03900  37.90500  43.48900  -0.315
H  35.28100  38.28500  43.86200  0.052
O  42.74400  37.09900  42.22500  0.094
C  43.65300  39.90800  36.90900  -0.423
H  36.03300  43.74400  39.34600  0.162
H  37.62400  45.58300  42.84700  0.170
H  31.04100  39.04300  41.83800  0.167
C  30.26300  41.07700  39.47900  -0.669
H  38.95200  37.75800  42.75500  0.094
H  36.16800  35.90500  37.59100  0.055
O  39.45300  35.17200  40.43900  0.135
C  40.31900  44.03900  42.09400  -0.119
H  35.80200  37.62300  40.09700  0.170
H  41.78500  35.82500  43.46400  0.161
H  41.48400  36.85000  38.44300  0.079
C  36.16700  41.74700  43.70200  -0.055
O  44.12100  40.10900  35.75800  0.082
H  35.41200  43.05500  40.88800  0.110
C  35.72900  39.11800  43.47200  0.018
H  37.16300  43.83900  42.31100  0.024
H  37.39600  44.93700  40.29400  0.124
C  41.54800  43.28400  41.39400  -0.234
H  31.32000  40.74400  42.23000  0.120
C  41.58200  36.68300  42.75600  -0.129
O  38.70200  36.45200  38.80200  0.104
O  40.94900  45.07700  42.72200  0.083
H  42.80500  41.48000  42.18600  0.085
O  43.99600  39.08600  42.41800  0.090
H  38.09600  38.21700  38.43200  0.129
C  31.13500  40.12800  41.34000  -0.084
O  42.51500  39.06400  37.05900  0.076
O  29.46400  41.50600  38.73300  0.184
H  39.96200  38.68800  41.77500  0.105
C  41.82700  41.96400  42.30700  0.025
O  34.09200  40.87800  43.94500  0.079
C  35.53400  44.01800  40.33600  -0.036
O  32.89000  42.55400  43.32800  0.127
H  35.46300  39.24100  42.50400  0.025
H  41.60400  37.28900  39.77600  0.064
H  39.69100  43.38500  42.62200  0.096
H  39.35000  39.20000  43.31500  0.046
H  41.41500  43.15900  40.29200  0.160

***

(2)
Formula: C28H42NO4PdS2Si
Source: OMol25
Level of theory: ωB97M-V/def2-TZVPD

Results
**Energy above the lowest of the compared OMol25 structures with the same formula, charge and spin**: 0.0 kJ/mol
**E_HOMO**: -4.3 eV
**Kohn-Sham gap**: 6.4908 eV
**Total charge**: -1
**Multiplicity**: 1

Last column: Löwdin charge in e.
Positions of all 79 atoms, in Å:
N  1.88083  -1.26588  -0.19043  0.049
H  0.52356  4.02589  2.65593  0.024
C  -2.00459  -2.66468  2.78300  -0.397
H  -0.21502  -2.02704  1.76602  0.118
C  3.18745  -3.06299  0.69781  -0.094
C  2.30180  -3.59955  -0.41398  -0.096
C  -3.41900  0.17221  1.70202  -0.223
C  2.83569  -0.42540  -3.50906  -0.102
H  -4.51657  -4.47502  1.42468  0.098
H  -1.99266  -2.60168  -2.90763  0.112
H  3.70884  1.94363  -1.13443  0.029
H  3.44184  -1.23755  -3.09119  0.076
H  3.90206  0.19733  -1.03269  0.054
H  -5.57753  -0.23959  -2.81503  0.098
C  1.16917  2.77355  -1.11203  -0.387
H  3.43322  3.81947  2.08941  0.021
C  1.62145  5.60142  0.11687  -0.208
S  -1.73244  1.39395  -0.19643  0.980
C  3.27537  0.99259  -1.45745  -0.267
C  -2.62542  0.25676  -1.25357  -0.363
C  -1.91884  -0.84357  -1.70627  -0.071
H  3.32844  2.20901  1.33952  0.017
C  2.85116  -1.57122  0.73733  -0.524
H  -3.70418  2.18817  0.85643  0.091
C  -3.93540  0.49334  -1.65365  -0.091
Si  1.59722  3.72576  0.40944  0.386
H  2.67334  1.70018  -3.38640  0.106
H  0.13018  2.97480  -1.40652  -0.038
C  0.30003  3.44138  1.75889  -0.201
H  -0.69218  3.74212  1.40470  0.012
H  1.60116  -4.37349  -0.09631  0.108
H  1.87425  6.15182  1.02820  0.014
O  3.38105  -0.78347  1.49381  0.031
H  -0.87997  -3.09363  -0.37321  0.079
S  -1.63242  -1.82438  4.32238  0.934
H  5.10858  2.16112  -3.14304  0.066
H  2.98091  -3.49468  1.67738  0.113
H  -4.34935  -2.22863  -3.62144  0.098
H  -3.68253  1.00917  3.68064  0.110
C  3.32713  0.91821  -2.98171  -0.515
C  -2.90657  1.50900  1.16692  -0.321
H  2.85308  -3.98981  -1.27087  0.112
C  -3.20262  -3.35751  2.70340  -0.109
C  4.74853  1.18747  -3.48345  -0.106
H  0.26869  2.38404  2.03231  0.011
H  4.08397  3.54245  0.47033  0.021
H  -4.45321  0.02005  1.39005  0.116
H  -3.02490  -4.28437  -0.54399  0.103
C  -1.14328  -2.58350  1.69559  -0.053
H  1.79662  3.09178  -1.95281  -0.014
C  1.51331  -2.37363  -0.86942  -0.535
H  -1.11964  -0.00779  2.86606  0.084
C  -1.84239  -0.13765  3.67736  -0.317
C  -3.29291  0.09585  3.22509  -0.233
H  -2.84091  -0.64233  1.26304  0.091
H  0.64989  5.95873  -0.23655  0.014
C  -4.55369  -0.40792  -2.50511  -0.091
H  -2.30948  2.03975  1.91272  0.076
H  2.36266  5.85605  -0.64568  0.016
Pd  1.44595  0.78813  -0.65041  0.755
H  1.80225  -0.61362  -3.22024  0.050
H  -1.54402  0.50468  4.50554  0.090
H  -3.92786  -0.71438  3.59712  0.092
H  -0.89553  -1.02282  -1.39434  0.071
H  -4.47435  1.36609  -1.30362  0.106
O  -0.60104  0.59116  0.37910  -0.572
H  5.43487  0.42677  -3.09773  0.073
C  -2.73437  -3.84558  0.40259  -0.070
C  -1.51730  -3.17670  0.49897  -0.057
C  -3.86044  -1.52618  -2.95766  -0.087
H  2.91367  -0.47973  -4.59998  0.066
C  3.26689  3.28384  1.14961  -0.200
C  -2.54865  -1.73884  -2.56288  -0.063
C  -3.57538  -3.94484  1.50067  -0.084
O  -0.19288  -2.00175  4.62910  -0.516
H  -3.84038  -3.42903  3.57713  0.100
O  0.64624  -2.44184  -1.74163  -0.036
H  4.25575  -3.17051  0.50844  0.112
H  4.80275  1.16505  -4.57678  0.063